# 1
This record from the Open Molecules 2025 dataset describes an isolated molecule of CHF3N2S at a distorted geometry. The level of theory is wB97M-V/def2-TZVPD.

Structure (XYZ):
```
8
Properties=species:S:1:pos:R:3:nbo_charge:R:1
C -0.40 -0.10 -3.60 0.818
N 0.26 0.25 0.09 -0.311
N -0.29 0.24 -1.00 -0.123
F 0.10 -0.53 -4.81 -0.335
F -1.47 0.66 -3.97 -0.330
F -0.85 -1.17 -3.00 -0.300
S 0.82 0.73 -2.56 0.227
H -0.52 0.05 0.81 0.354
```

Calculated values
Relative energy (zero: lowest compared OMol25 entry of this formula, charge and spin) in kJ/mol: 295.3
Lowest unoccupied orbital energy in eV: -0.40
SMILES string: [H]/N=N/SC(F)(F)F

=====

# 2
This record from the Open Molecules 2025 dataset describes a cluster of 2 separate species, C4H12 in total at a distorted geometry. The level of theory is wB97M-V/def2-TZVPD.

Structure (XYZ):
```
16
Properties=species:S:1:pos:R:3:nbo_charge:R:1
C 1.45 -1.90 0.31 -0.610
C 2.01 -0.71 -0.44 -0.613
H 0.38 -2.08 0.17 0.204
H 2.04 -2.79 0.11 0.206
H 1.54 -1.74 1.39 0.202
H 1.45 0.22 -0.39 0.206
H 2.25 -0.90 -1.49 0.204
H 2.94 -0.39 0.04 0.202
C -1.51 1.68 -0.55 -0.613
C -1.98 0.86 0.64 -0.611
H -0.91 1.17 -1.31 0.207
H -2.37 2.08 -1.11 0.202
H -0.94 2.53 -0.21 0.202
H -1.29 0.90 1.48 0.203
H -2.13 -0.18 0.35 0.204
H -2.91 1.25 1.04 0.205
```

Calculated values
Relative energy (zero: lowest compared OMol25 entry of this formula, charge and spin) in kJ/mol: 19.4
Lowest unoccupied orbital energy in eV: 1.15
SMILES string: CC.CC

=====

# 3
This record from the Open Molecules 2025 dataset describes a cluster of 7 separate species, C27H68O21S5 in total at a distorted geometry. The level of theory is wB97M-V/def2-TZVPD.

Structure (XYZ):
```
121
Properties=species:S:1:pos:R:3:lowdin_charge:R:1
O -0.28 -8.25 5.64 -0.281
S -1.18 -8.56 4.57 0.559
O -1.66 -9.88 4.37 -0.256
O -2.47 -7.66 4.70 -0.246
C -2.32 -6.31 5.18 -0.275
C -2.97 -5.34 4.24 -0.075
C -0.46 -7.93 3.08 -0.109
H -1.26 -6.07 5.29 0.104
H -2.70 -6.23 6.20 0.127
H -4.06 -5.45 4.31 0.085
H -2.79 -5.46 3.17 0.077
H -2.87 -4.31 4.59 0.083
H -0.53 -6.85 3.11 0.055
H -0.95 -8.38 2.22 0.077
H 0.59 -8.20 3.07 0.076
O -2.19 -2.02 -5.30 -0.283
S -3.25 -1.08 -5.46 0.566
O -4.07 -1.08 -6.62 -0.254
O -4.25 -1.24 -4.24 -0.237
C -3.70 -1.51 -2.95 -0.261
C -4.28 -0.56 -1.90 -0.050
C -2.60 0.53 -5.18 -0.111
H -2.61 -1.54 -2.94 0.094
H -3.98 -2.53 -2.64 0.126
H -4.36 0.44 -2.34 0.070
H -3.60 -0.50 -1.05 0.054
H -5.26 -0.88 -1.57 0.080
H -1.83 0.42 -4.42 0.051
H -3.31 1.23 -4.76 0.070
H -2.03 0.85 -6.05 0.080
O 4.67 -0.61 -2.08 -0.262
S 3.31 -0.30 -1.80 0.578
O 2.78 0.94 -2.30 -0.303
O 2.38 -1.50 -2.29 -0.271
C 2.11 -1.55 -3.70 -0.271
C 1.22 -2.75 -3.96 -0.051
C 2.93 -0.45 -0.07 -0.076
H 3.03 -1.66 -4.27 0.124
H 1.65 -0.63 -4.04 0.111
H 1.48 -3.51 -3.22 0.086
H 1.36 -3.18 -4.95 0.085
H 0.18 -2.48 -3.79 0.059
H 2.09 -1.15 -0.04 0.069
H 2.62 0.54 0.22 0.038
H 3.77 -0.88 0.45 0.080
O 0.17 -0.76 5.82 -0.287
S 1.11 -1.83 5.90 0.540
O 1.32 -2.69 4.79 -0.259
O 2.53 -1.26 6.29 -0.259
C 2.63 0.04 6.94 -0.241
C 3.94 0.63 6.54 -0.063
C 0.71 -2.76 7.35 -0.117
H 2.52 -0.13 8.01 0.124
H 1.80 0.66 6.59 0.105
H 3.97 0.78 5.46 0.072
H 4.76 -0.05 6.79 0.085
H 4.16 1.55 7.08 0.087
H 0.28 -2.10 8.09 0.075
H 1.55 -3.35 7.70 0.079
H -0.08 -3.46 7.08 0.069
O 4.74 5.32 0.38 -0.259
S 3.44 4.94 -0.05 0.544
O 2.34 5.10 0.83 -0.270
O 3.08 5.74 -1.36 -0.242
C 4.09 5.79 -2.39 -0.267
C 3.71 6.87 -3.38 -0.065
C 3.45 3.27 -0.60 -0.134
H 4.06 4.85 -2.95 0.116
H 5.08 5.96 -1.99 0.119
H 4.23 6.65 -4.32 0.081
H 4.04 7.87 -3.10 0.078
H 2.65 6.89 -3.61 0.081
H 3.65 2.67 0.29 0.075
H 4.22 3.14 -1.35 0.073
H 2.48 2.99 -0.99 0.056
C -0.45 0.62 -1.96 -0.070
O -1.61 1.37 -2.28 -0.199
C -1.51 2.73 -1.96 -0.198
C -2.46 3.50 -2.82 -0.198
O -2.02 3.47 -4.15 -0.156
C -2.76 4.25 -5.04 -0.200
C -2.03 4.39 -6.37 -0.204
O -0.69 4.80 -6.32 -0.164
C 0.28 3.82 -6.03 -0.102
H -0.43 0.41 -0.88 0.077
H 0.45 1.09 -2.32 0.075
H -0.64 -0.36 -2.41 0.082
H -0.51 3.15 -2.16 0.136
H -1.68 2.88 -0.88 0.115
H -2.60 4.53 -2.45 0.135
H -3.48 3.07 -2.76 0.132
H -2.97 5.26 -4.66 0.130
H -3.71 3.75 -5.25 0.130
H -2.58 5.14 -6.94 0.128
H -2.13 3.46 -6.94 0.121
H 0.26 3.01 -6.78 0.090
H 0.18 3.36 -5.05 0.072
H 1.24 4.34 -6.03 0.087
C -0.53 -3.13 2.11 -0.109
O -1.89 -2.99 1.79 -0.177
C -2.14 -1.81 1.08 -0.201
C -1.99 -0.55 1.89 -0.182
O -0.91 0.23 1.40 -0.159
C -1.01 1.60 1.75 -0.198
C 0.29 2.26 1.40 -0.196
O 1.44 1.65 1.96 -0.205
C 1.40 1.45 3.37 -0.071
H 0.07 -3.29 1.21 0.096
H -0.41 -3.97 2.80 0.077
H -0.10 -2.26 2.62 0.073
H -3.05 -1.91 0.48 0.113
H -1.39 -1.74 0.26 0.125
H -1.79 -0.79 2.94 0.133
H -2.93 0.02 1.93 0.130
H -1.25 1.71 2.82 0.128
H -1.81 2.06 1.15 0.121
H 0.28 3.32 1.71 0.133
H 0.45 2.21 0.33 0.105
H 2.29 0.90 3.67 0.083
H 0.56 0.77 3.55 0.071
H 1.31 2.39 3.91 0.104
```

Calculated values
Relative energy (zero: lowest compared OMol25 entry of this formula, charge and spin) in kJ/mol: 23.1
Lowest unoccupied orbital energy in eV: 0.14
SMILES string: CCOS(C)(=O)=O.CCOS(C)(=O)=O.CCOS(C)(=O)=O.CCOS(C)(=O)=O.CCOS(C)(=O)=O.COCCOCCOC.COCCOCCOC